No. 1
Formula: C27H28B2CoF4N5O5P
Source: the Open Molecules 2025 dataset
Level of theory: ωB97M-V/def2-TZVPD

```
73
Properties=species:S:1:pos:R:3:forces:R:3
Co -0.945338 0.577054 -0.637089 -0.42 0.11 -0.14
C 0.369611 2.502858 -4.137496 0.01 0.00 0.02
C -0.039128 1.580698 -3.050238 0.00 0.06 -0.02
N -0.108763 1.887412 -1.805009 -0.11 -0.10 -0.03
O 0.037960 3.219694 -1.488930 0.06 -0.07 0.02
B 1.118252 3.462351 -0.628997 0.11 0.18 -0.30
F 1.147055 4.635321 -0.049047 0.05 0.04 0.01
F 2.182539 2.677491 -0.692255 0.01 -0.01 0.02
O 0.117708 2.543716 0.968710 -0.23 -0.19 0.33
N -0.805051 1.758360 0.941232 0.07 0.07 -0.11
C -1.651890 1.765103 2.059183 -0.04 0.00 -0.01
C -1.291946 2.569632 3.265772 0.03 0.01 0.01
C -2.802480 1.065428 1.922662 0.01 -0.03 0.00
N -2.113012 -0.688789 0.272042 0.10 0.09 0.16
O -2.853071 -1.499173 -0.583972 0.03 -0.10 -0.10
B -2.077139 -2.444882 -1.452975 -0.14 0.03 -0.03
F -2.969567 -3.241622 -2.067745 0.01 0.01 0.00
F -1.104752 -3.097769 -0.725079 0.03 -0.01 -0.01
O -1.402501 -1.626288 -2.545074 0.13 -0.03 0.03
N -0.954684 -0.412664 -2.316403 -0.02 0.05 0.01
C -0.461858 0.202400 -3.339282 0.00 0.00 -0.03
C -0.348966 -0.387243 -4.698871 -0.02 -0.01 0.00
C -3.825651 1.041264 2.996748 0.00 -0.02 0.01
H 0.767902 3.434522 -3.751716 0.00 -0.01 -0.01
H -0.490390 2.722001 -4.774873 -0.01 0.00 0.01
H 1.110465 2.009452 -4.768080 0.00 0.01 0.00
H -0.401281 3.165170 3.094882 0.01 0.00 0.00
H -1.112236 1.906422 4.114359 -0.01 0.01 0.01
H -2.109472 3.238336 3.533027 0.00 0.01 0.00
H -0.905806 -1.315831 -4.762429 0.00 0.01 0.00
H 0.701571 -0.593077 -4.920861 0.00 -0.02 0.00
H -0.716712 0.309488 -5.451957 0.00 0.00 0.00
H -3.371917 1.057892 3.986079 0.00 0.01 0.01
H -4.484853 0.180071 2.909700 0.00 0.00 0.00
H -4.451410 1.938757 2.913267 -0.01 0.01 -0.02
O -3.789619 2.249967 -0.437733 -0.02 -0.03 -0.08
N -3.000332 1.190784 -0.542565 0.40 -0.07 0.08
C -3.129088 0.342170 0.636669 0.01 -0.06 0.08
C -1.512132 -1.467387 1.358656 -0.10 -0.05 -0.03
C -2.308893 -2.181655 2.231087 0.02 0.00 0.02
C -1.691328 -2.969127 3.192553 -0.01 0.00 0.00
C -0.304720 -3.042782 3.260334 0.00 0.00 0.01
C 0.481003 -2.332395 2.366125 0.01 0.00 0.00
C -0.129139 -1.547021 1.392198 -0.09 0.09 -0.05
P 0.799056 -0.594416 0.171245 0.22 -0.03 0.23
C 2.056039 0.245489 1.158336 -0.04 0.00 -0.02
C 1.714468 0.720689 2.429860 0.04 -0.03 0.02
C 2.665397 1.324632 3.230328 0.00 -0.01 -0.01
C 3.970770 1.459577 2.771035 0.00 -0.01 0.00
C 4.322806 0.971841 1.521817 0.01 0.01 0.02
C 3.373569 0.363417 0.716247 -0.02 -0.01 -0.02
C 1.657506 -1.602386 -1.030073 -0.09 0.05 -0.05
C 2.327819 -0.947958 -2.069192 -0.02 0.00 -0.02
C 3.061132 -1.684197 -2.981941 -0.01 0.02 0.00
C 3.121681 -3.068765 -2.863028 0.00 -0.02 0.01
C 2.458042 -3.714649 -1.831314 -0.01 0.00 0.00
C 1.718861 -2.986741 -0.910002 0.02 -0.01 -0.02
H -3.668115 2.780036 -1.244314 -0.01 0.00 0.03
H -4.111995 -0.131305 0.696341 -0.01 0.03 -0.05
H -3.387429 -2.163082 2.139295 -0.01 0.00 0.00
H -2.296165 -3.539048 3.884458 0.00 -0.01 0.00
H 0.164664 -3.664622 4.010002 0.01 0.00 0.00
H 1.561161 -2.386681 2.423873 0.00 -0.01 0.00
H 0.711023 0.581209 2.814037 0.01 0.00 0.02
H 2.398140 1.676947 4.217474 -0.01 0.00 0.00
H 4.716708 1.929637 3.397608 0.00 0.00 0.00
H 5.343062 1.057340 1.174231 0.00 -0.01 -0.01
H 3.672044 -0.029853 -0.244196 0.01 0.01 0.01
H 2.301203 0.135028 -2.144829 -0.01 0.00 -0.01
H 3.596469 -1.183512 -3.777747 0.00 0.00 -0.01
H 3.692871 -3.644163 -3.578732 0.01 -0.01 0.00
H 2.506865 -4.790919 -1.742892 0.00 -0.01 -0.01
H 1.183410 -3.499653 -0.124538 0.00 0.00 0.01
```
Forces are in eV/Å.

Values from the calculation:
- Spin multiplicity: 2
- Expectation value of S²: 0.759
- HOMO-LUMO gap (alpha / beta): 6.6 / 6.5 eV
- Total charge: +2
- E_LUMO (alpha / beta): -8.31 / -8.33 eV
- Relative energy (zero: lowest compared OMol25 entry of this formula, charge and spin): 0.0 kcal per mole
- HOMO energy (alpha / beta): -14.88 / -14.88 eV


No. 2
Formula: C36H46AsAuBCl3F4GeN4PSi
Source: the Open Molecules 2025 dataset
Level of theory: ωB97M-V/def2-TZVPD

```
99
Properties=species:S:1:pos:R:3:forces:R:3
Au 0.139638 0.412049 0.602737 -0.21 0.53 0.19
C -1.134184 -2.346720 -1.363776 -0.10 0.02 0.04
N -1.957903 -3.551663 -1.484726 0.03 -0.10 -0.08
C -1.367358 -4.607511 -0.668501 0.00 0.09 0.07
N -1.270336 -4.222549 0.745354 0.03 -0.08 -0.02
C -0.460106 -3.004803 0.829819 -0.03 0.00 0.04
N -1.037849 -1.901460 0.045047 -0.03 -0.04 -0.11
C -2.402959 -1.657540 0.536616 -0.09 -0.07 -0.01
N -3.253806 -2.843387 0.442339 -0.04 -0.06 0.01
C -3.290226 -3.262599 -0.965602 0.01 0.04 0.07
C -2.620190 -3.911652 1.221667 0.00 0.05 -0.05
H -1.563818 -1.553482 -1.971963 0.03 -0.08 0.08
H -0.132076 -2.554878 -1.738178 0.01 0.05 -0.02
H -0.364731 -4.827080 -1.041806 -0.01 -0.01 -0.01
H -1.983364 -5.507567 -0.744901 0.02 0.00 -0.01
H 0.540401 -3.217531 0.448222 0.02 0.04 0.03
H -0.389123 -2.705017 1.876493 0.03 0.03 0.00
H -2.848288 -0.864633 -0.066574 0.01 0.01 -0.01
H -2.354659 -1.342425 1.579486 0.02 0.06 0.04
H -3.741834 -2.464209 -1.559373 0.02 -0.02 -0.01
H -3.905834 -4.162778 -1.045128 -0.02 0.02 -0.02
H -3.234347 -4.812777 1.145181 0.00 0.01 0.04
H -2.566903 -3.599094 2.267439 0.01 -0.02 -0.01
C -1.601825 3.696995 0.042470 0.07 -0.34 0.11
C -2.817717 4.604689 0.100405 0.09 -0.06 -0.10
As -2.387322 6.534709 0.169409 0.03 -0.06 0.10
C -1.085392 6.328222 1.622857 -0.02 0.09 0.03
C -1.624643 6.254684 2.906472 -0.07 0.05 -0.10
C -0.818165 5.990788 4.002719 0.01 -0.01 0.03
C 0.546782 5.810436 3.828481 0.02 0.00 0.04
C 1.095891 5.893577 2.557776 0.02 0.02 0.01
C 0.284046 6.146846 1.460226 -0.03 0.05 -0.05
C -1.203432 6.669304 -1.375644 0.02 0.06 -0.03
C -1.331094 5.831550 -2.479442 -0.07 -0.04 0.06
C -0.522517 5.999685 -3.594573 0.02 -0.01 -0.06
C 0.416205 7.019457 -3.624614 0.02 0.02 -0.01
C 0.535065 7.879492 -2.541034 0.01 -0.01 -0.02
C -0.276083 7.709209 -1.430172 -0.07 -0.01 0.08
P -1.946560 1.889256 0.267574 -0.05 0.14 -0.02
C -3.131570 1.576670 -1.081698 0.24 -0.26 -0.04
C -4.498207 1.852093 -1.065440 -0.04 0.07 -0.02
C -5.263781 1.587313 -2.191277 -0.08 0.04 0.03
C -4.676816 1.060835 -3.336113 0.07 0.01 0.07
C -3.316139 0.791287 -3.362076 -0.29 0.05 -0.20
C -2.550095 1.040903 -2.233232 -0.07 0.08 0.19
C -2.882463 1.893483 1.833707 0.00 -0.11 0.04
C -3.995869 1.084751 2.056838 0.07 0.02 -0.04
C -4.577057 1.021306 3.314864 -0.05 -0.04 -0.01
C -4.047376 1.748872 4.368912 0.01 -0.02 0.05
C -2.936921 2.551854 4.157369 0.05 0.03 0.04
C -2.357724 2.622697 2.902390 -0.03 0.02 -0.08
H -0.882052 3.967829 0.817146 0.02 -0.03 -0.07
H -1.082668 3.782975 -0.914369 0.05 -0.05 0.05
H -3.394661 4.414272 1.008340 -0.05 0.05 -0.02
H -3.480627 4.433648 -0.748251 -0.06 0.00 0.00
H -2.693256 6.391945 3.041213 0.01 0.00 0.05
H -1.254687 5.918847 4.991302 0.00 0.01 0.00
H 1.179492 5.598466 4.681005 0.00 -0.02 -0.01
H 2.158228 5.741617 2.413944 -0.02 -0.02 -0.01
H 0.720129 6.175491 0.469735 0.02 -0.01 0.02
H -2.065114 5.033090 -2.476828 0.04 0.00 -0.03
H -0.622160 5.325508 -4.435660 0.00 -0.01 0.01
H 1.051643 7.147553 -4.491624 0.00 -0.02 0.01
H 1.262071 8.681826 -2.561054 -0.01 0.01 0.00
H -0.190077 8.389372 -0.589262 0.06 0.01 -0.01
H -4.967858 2.273473 -0.185828 0.01 0.00 0.03
H -6.327180 1.794821 -2.178661 0.00 0.01 0.03
H -5.285980 0.861121 -4.209051 0.00 -0.01 0.00
H -2.836818 0.378032 -4.240348 -0.18 0.11 0.16
H -1.489011 0.808642 -2.249155 -0.22 0.11 0.07
H -4.405273 0.490728 1.250085 -0.01 -0.02 0.01
H -5.444974 0.391743 3.468005 0.03 -0.02 0.01
H -4.480373 1.671405 5.358210 -0.04 0.03 -0.02
H -2.496614 3.109355 4.974712 -0.02 0.00 0.01
H -1.480901 3.243784 2.762586 0.04 -0.02 0.04
Cl -0.995659 -0.794966 3.991457 -0.10 0.03 -0.01
Si 0.605711 0.100287 2.946322 -0.09 -0.04 -0.52
Cl 2.172154 -1.165880 3.434173 0.25 -0.19 -0.02
Cl 1.008991 1.768684 4.128422 0.01 0.27 -0.02
C 4.776358 1.995815 -0.855011 -0.24 -0.06 -0.04
Ge 2.797292 2.015223 -1.070803 0.22 0.62 -0.02
C 2.367100 2.227295 -2.979782 0.01 -0.11 0.22
C 2.208872 3.625303 -0.073708 0.01 -0.22 -0.12
C 2.052219 0.434134 -0.284021 -0.01 -0.33 0.28
H 5.193786 2.893929 -1.314916 -0.02 0.01 -0.02
H 5.233073 1.125351 -1.326955 -0.04 -0.01 -0.01
H 5.043770 1.995432 0.202439 -0.04 -0.02 0.00
H 2.939485 3.045961 -3.419950 0.02 0.02 0.06
H 1.302872 2.417759 -3.110735 -0.03 0.00 -0.01
H 2.590631 1.303700 -3.512791 -0.01 0.00 -0.03
H 2.568365 4.530044 -0.569252 0.01 0.00 -0.04
H 2.610148 3.605531 0.941564 -0.03 -0.05 0.00
H 1.121218 3.684927 -0.005333 0.09 -0.06 -0.03
H 2.402198 -0.544375 -0.608570 -0.06 -0.04 0.05
F -0.664242 1.071968 -4.549871 0.18 -0.12 -0.03
B -0.237394 -0.196320 -4.092018 0.28 0.04 -0.28
F 0.173448 -0.063837 -2.735938 0.21 -0.09 -0.07
F 0.827152 -0.671001 -4.862857 -0.15 0.07 0.12
F -1.328997 -1.092066 -4.145883 0.24 -0.09 -0.10
```
Forces are in eV/Å.

Values from the calculation:
- Spin multiplicity: 3
- Expectation value of S²: 2.013
- HOMO-LUMO gap (alpha / beta): 7.1 / 6.8 eV
- Total charge: -1
- E_LUMO (alpha / beta): 2.39 / 0.97 eV
- Relative energy (zero: lowest compared OMol25 entry of this formula, charge and spin): 0.0 kcal per mole
- HOMO energy (alpha / beta): -4.66 / -5.88 eV


No. 3
Formula: C4H9ClN2O2
Source: the Open Molecules 2025 dataset
Level of theory: ωB97M-V/def2-TZVPD

```
18
Properties=species:S:1:pos:R:3:forces:R:3
C -0.694618 2.491096 0.468562 2.32 -0.05 -0.77
N -1.237057 1.208674 -0.048765 2.37 0.67 1.42
C -0.871067 0.011161 0.565714 -5.21 2.05 -4.00
N -1.662213 -0.974937 0.309874 0.59 -1.61 0.50
O -2.730278 -1.093724 -0.370335 0.47 1.11 0.18
O -1.208591 -2.206950 0.814466 0.69 0.25 0.29
H -1.508149 3.128678 0.421634 -1.61 1.53 0.78
H -0.128785 2.542372 1.441585 -1.26 -0.80 -0.58
H 0.046293 3.063700 -0.176531 -0.57 -1.35 -0.06
H -2.122439 1.318622 -0.495001 -0.42 -0.62 -0.04
H -0.040470 0.032917 1.110208 3.10 -0.69 2.28
H -2.044602 -2.675230 0.844009 -0.43 -0.44 0.00
C 2.539865 -1.192939 -1.541005 -2.71 -2.62 2.35
C 2.064151 -1.319043 -0.298977 3.73 3.96 -2.00
Cl 2.725761 -0.064772 0.762036 -0.06 0.36 0.68
H 3.156411 -0.473513 -1.910433 1.63 2.06 -0.39
H 2.224246 -1.918950 -2.211680 -0.55 -1.27 -1.41
H 1.491542 -1.877167 0.314647 -2.07 -2.53 0.76
```
Forces are in eV/Å.

Values from the calculation:
- HOMO-LUMO gap: 8.7 eV
- Total charge: 0
- E_LUMO: 0.77 eV
- SMILES string: CN/C=[N+](\[O-])O.C=CCl
- Relative energy (zero: lowest compared OMol25 entry of this formula, charge and spin): 107.1 kcal per mole
- HOMO energy: -7.94 eV


No. 4
Formula: C44H43AsN3O2PRhS
Source: the Open Molecules 2025 dataset
Level of theory: ωB97M-V/def2-TZVPD

```
96
Properties=species:S:1:pos:R:3:forces:R:3
Rh 0.106100 -0.010400 -0.448700 0.67 -0.05 1.35
O 0.085400 0.106400 3.649900 -0.02 -0.01 0.14
C 0.747700 0.361300 2.641300 0.21 -0.05 0.43
O 0.269000 0.908400 1.593900 -0.26 0.22 -0.47
C 2.243500 0.111500 2.690800 0.02 -0.02 0.00
C 2.838400 0.271500 3.938900 -0.01 0.00 0.17
C 4.197100 0.117500 4.134400 -0.01 0.05 0.16
C 4.995700 -0.223100 3.052500 0.13 -0.01 0.06
C 4.428000 -0.402500 1.812400 0.08 0.00 0.10
C 3.052500 -0.236200 1.598500 -0.22 0.01 -0.13
S 2.521700 -0.533400 -0.034300 -0.16 -0.17 -0.63
H 2.187400 0.519300 4.765300 -0.04 0.00 0.06
H 4.632700 0.252200 5.115800 -0.01 0.03 0.06
H 6.063100 -0.351900 3.185500 0.06 -0.02 -0.03
H 5.041400 -0.684200 0.968900 0.04 -0.02 -0.09
C -0.788100 -2.679500 2.038000 0.01 0.06 -0.07
C -1.716200 -3.211900 1.001300 0.21 0.18 -0.17
C -2.582800 -4.251500 1.255700 -0.08 -0.16 0.01
C -3.457900 -4.730800 0.285500 -0.08 -0.05 0.08
C -3.471000 -4.143100 -0.971900 -0.17 -0.15 -0.02
C -2.627100 -3.102000 -1.278900 0.26 0.22 -0.04
C -2.666400 -2.442700 -2.624100 0.07 -0.04 0.08
C -1.707100 -2.595300 -0.298700 -0.93 -1.57 0.19
N -0.909600 -1.615000 -0.602200 0.69 1.43 -0.26
H -0.795100 -3.290300 2.937600 -0.02 -0.05 0.07
H -1.075500 -1.663300 2.311300 0.06 0.11 0.08
H 0.228800 -2.624600 1.646100 0.07 0.06 0.05
H -2.584600 -4.710800 2.237700 0.06 0.04 0.05
H -4.125600 -5.553600 0.509000 0.00 -0.01 0.01
H -4.154700 -4.508900 -1.730600 -0.02 -0.01 -0.03
H -2.908400 -3.159400 -3.408200 -0.03 -0.03 -0.07
H -1.697100 -1.984900 -2.813000 -0.04 0.05 -0.07
H -3.413400 -1.645800 -2.649600 -0.02 0.13 -0.05
C -0.069300 -1.266000 -5.307200 -0.43 -0.14 -0.04
N 1.021700 -0.526900 -4.711700 0.21 -0.24 -0.49
C 1.965500 0.047900 -5.643700 0.34 0.17 -0.21
C 0.866300 0.027800 -3.533500 -0.10 0.65 1.30
N 0.740200 0.499800 -2.478500 0.05 -0.42 -1.58
H 0.335900 -2.070600 -5.925800 -0.01 0.07 0.06
H -0.695900 -0.614000 -5.931000 0.05 -0.08 0.04
H -0.685900 -1.700000 -4.523900 0.02 -0.01 -0.08
H 2.441300 -0.756100 -6.213400 -0.01 0.10 0.08
H 2.727800 0.604800 -5.101500 -0.01 -0.07 -0.03
H 1.467900 0.726000 -6.350200 0.01 -0.05 0.08
C -2.263100 3.236000 0.427500 0.46 -0.24 0.00
C -1.657600 4.297800 -0.463500 0.12 0.15 -0.01
As -2.540000 6.077600 -0.444300 0.02 -0.21 -0.05
C -4.332100 5.437300 -0.935800 0.20 0.04 0.03
C -5.235500 4.854700 -0.056100 0.05 0.06 0.21
C -6.446500 4.365600 -0.514400 -0.14 0.00 0.09
C -6.782300 4.476400 -1.851700 -0.06 0.01 -0.08
C -5.892300 5.058100 -2.738500 -0.14 0.03 -0.04
C -4.674900 5.525800 -2.281200 0.28 0.18 -0.02
C -2.780500 6.322900 1.480500 -0.04 0.05 -0.06
C -3.879500 7.033100 1.956300 -0.06 0.02 -0.32
C -4.032500 7.282400 3.307500 -0.08 0.09 0.10
C -3.080000 6.831900 4.207100 -0.03 0.00 0.08
C -1.970900 6.144000 3.745200 0.06 0.05 0.15
C -1.816600 5.906000 2.391400 0.12 -0.09 -0.26
P -1.798200 1.508900 -0.176100 -1.06 0.26 0.05
C -2.823300 0.600200 1.028600 -0.07 -0.14 -0.10
C -2.748100 0.903500 2.384900 0.07 0.04 -0.08
C -3.490500 0.186900 3.305200 -0.08 -0.03 0.08
C -4.317000 -0.844500 2.887900 -0.03 -0.01 0.06
C -4.373600 -1.174900 1.543300 -0.14 -0.12 -0.02
C -3.624100 -0.463500 0.622400 0.01 0.03 0.07
C -2.900400 1.622000 -1.651900 0.12 -0.07 0.09
C -4.288800 1.566600 -1.607700 -0.07 -0.01 0.03
C -5.038300 1.784900 -2.747200 -0.17 -0.01 -0.05
C -4.423300 2.117800 -3.941900 0.05 -0.05 -0.04
C -3.041800 2.188500 -3.998900 -0.09 0.04 -0.22
C -2.290900 1.924200 -2.866000 0.17 -0.09 0.04
H -3.356400 3.280200 0.425800 0.14 -0.13 0.02
H -1.919000 3.348100 1.453800 0.00 -0.05 0.00
H -1.705200 3.972400 -1.508200 0.00 0.28 0.02
H -0.597800 4.436600 -0.227700 -0.07 0.05 -0.06
H -5.000600 4.797400 1.000400 0.00 -0.08 -0.03
H -7.131000 3.897400 0.179000 -0.06 -0.02 0.06
H -7.732900 4.102200 -2.204100 -0.08 -0.03 -0.03
H -6.150900 5.150900 -3.783500 0.01 -0.02 -0.10
H -3.968900 5.977400 -2.972000 -0.07 -0.02 -0.03
H -4.622100 7.392100 1.249100 -0.02 -0.02 0.10
H -4.894500 7.833100 3.660700 -0.03 0.01 0.01
H -3.199800 7.022600 5.264000 -0.01 -0.01 0.07
H -1.222600 5.793600 4.441800 0.06 -0.03 0.02
H -0.930400 5.393200 2.038400 0.01 -0.09 0.04
H -2.060100 1.658000 2.730000 0.05 0.03 0.08
H -3.402200 0.424100 4.355500 0.03 0.00 0.08
H -4.896700 -1.404600 3.612100 0.01 -0.01 -0.01
H -4.987600 -2.003500 1.211800 0.04 -0.03 -0.03
H -3.636100 -0.754800 -0.417900 -0.10 0.02 -0.03
H -4.793700 1.346100 -0.678600 -0.02 0.00 0.08
H -6.115700 1.714500 -2.700200 -0.08 0.03 0.03
H -5.023300 2.333600 -4.813300 -0.04 -0.02 -0.14
H -2.554000 2.451400 -4.930200 0.05 0.00 0.01
H -1.210600 1.956000 -2.912500 0.07 0.01 0.00
```
Forces are in eV/Å.

Values from the calculation:
- Spin multiplicity: 5
- Expectation value of S²: 6.067
- HOMO-LUMO gap (alpha / beta): 5.7 / 5.8 eV
- Total charge: -1
- E_LUMO (alpha / beta): 2.16 / 2.15 eV
- HOMO energy (alpha / beta): -3.57 / -3.62 eV


Number 3 is which compound? C4H9ClN2O2


Look up the total charge of the fourth one. -1